This record from the Open Molecules 2025 dataset describes a molecular structure, HNO6S. The level of theory is ωB97M-V/def2-TZVPD.

Calculated values
- 2S+1 = 1
- relative energy (zero: lowest compared OMol25 entry of this formula, charge and spin) (kJ/mol) = 365.0
- total charge = -2
- HOMO level (alpha / beta) (eV) = 0.82 / 0.82

CARTESIAN COORDINATES (ANGSTROEM)
N 1.779 0.239 -0.205
O 2.699 0.647 0.614
O -0.401 -1.234 0.519
O -1.838 -0.506 -1.308
O -2.568 -0.148 0.920
O 0.759 0.839 -0.596
O -0.697 1.165 0.208
S -1.391 -0.241 0.056
H 1.658 -0.760 -0.209

***

This record from the Open Molecules 2025 dataset describes 2 unconnected molecules or ions with the total composition HNOS2. The level of theory is ωB97M-V/def2-TZVPD.

Calculated values
- 2S+1 = 1
- relative energy (zero: lowest compared OMol25 entry of this formula, charge and spin) (kJ/mol) = 218.4
- total charge = 0
- HOMO level (alpha / beta) (eV) = -10.05 / -9.05

CARTESIAN COORDINATES (ANGSTROEM)
N 3.590 -0.157 -0.099
O 3.768 -1.361 -0.245
S -0.614 1.466 0.176
S 2.655 1.001 0.270
H -0.287 0.636 -0.970

***

This record from the Open Molecules 2025 dataset describes a gas-phase ion, HO (charge -1). The level of theory is ωB97M-V/def2-TZVPD.

Calculated values
- 2S+1 = 1
- relative energy (zero: lowest compared OMol25 entry of this formula, charge and spin) (kJ/mol) = 1.4
- total charge = -1
- HOMO level (eV) = -1.74

CARTESIAN COORDINATES (ANGSTROEM)
O -0.016 -0.114 -0.089
H 0.095 0.661 0.516